[1]
DFT (ωB97M-V/def2-TZVPD) results for one molecule with the formula C3H8N4O at a distorted geometry.

Values from the calculation:
gap between HOMO and LUMO	10.025	eV
relative energy (zero: lowest compared OMol25 entry of this formula, charge and spin)	98.00	kcal/mol
highest occupied orbital energy	-9.461	eV
SMILES	[H]/N=C/NOC/C(N)=N\[H]

The geometry in ORCA input format:
```
! RIJCOSX wB97M-V def2-TZVPD def2/J DEFGRID3
* xyz 0 1
C -1.19305 -0.48331 0.88712
C -0.04395 0.30789 1.40499
C 1.56995 0.18456 -1.51128
H -1.88470 -1.82013 -0.31255
H -0.58833 -0.97359 -0.76799
H -2.33904 0.53679 2.05367
H -0.60181 0.88057 2.21540
H 0.73390 -0.25686 1.90736
H 2.54826 0.67930 0.18127
H 2.58381 0.04213 -1.81836
H 0.82777 -0.07615 -3.22626
N -0.96486 -1.46049 -0.03093
N -2.37007 -0.12830 1.27636
N 1.58879 0.42750 -0.21846
N 0.54062 -0.13133 -2.23685
O 0.64513 1.24768 0.44395
*
```

[2]
DFT (ωB97M-V/def2-TZVPD) results for an isolated ion of composition C3H8N4O and charge +2 at a distorted geometry.

Values from the calculation:
gap between HOMO and LUMO (alpha / beta)	8.389 / 8.389	eV
relative energy (zero: lowest compared OMol25 entry of this formula, charge and spin)	50.90	kcal/mol
highest occupied orbital energy (alpha / beta)	-18.418 / -18.418	eV
SMILES	[NH2+]=C/[NH+]=C\N/C=N/O

The geometry in ORCA input format:
```
! RIJCOSX wB97M-V def2-TZVPD def2/J DEFGRID3
* xyz 2 1
C -1.91196 -0.59419 -0.07578
C 0.43763 -1.54901 -0.09266
C 1.27810 0.79042 -0.17919
N -1.59203 0.66325 -0.03313
N -0.85684 -1.55902 -0.11146
N 1.40709 -0.57087 -0.04250
N 2.24060 1.64932 0.03739
O -2.51744 1.58124 0.02754
H -2.97766 -0.98607 -0.04308
H 0.85622 -2.53457 -0.04362
H 0.32141 1.08898 -0.40137
H -1.20958 -2.36839 0.21384
H 2.42832 -0.83103 0.28022
H 3.29968 1.41917 0.08537
H 2.15626 2.61784 0.09880
H -3.35978 1.18292 0.27961
*
```

[3]
DFT (ωB97M-V/def2-TZVPD) results for an isolated ion of composition C3H8N4O and charge +2 at a distorted geometry.

Values from the calculation:
gap between HOMO and LUMO	9.732	eV
relative energy (zero: lowest compared OMol25 entry of this formula, charge and spin)	52.82	kcal/mol
highest occupied orbital energy	-19.546	eV
SMILES	N[C@@H]1[NH+]=C[NH+]=CN1O

The geometry in ORCA input format:
```
! RIJCOSX wB97M-V def2-TZVPD def2/J DEFGRID3
* xyz 2 1
C 0.07482 -1.55192 -0.26191
C 1.73137 -0.01039 0.14957
C -0.64770 0.83969 0.29558
N -0.84142 -0.70442 0.10753
N 1.38616 -1.20713 -0.27249
N 0.88015 0.84954 0.59600
N -1.04409 1.71092 -0.70733
O -2.06856 -1.09276 0.35788
H -0.09157 -2.51927 -0.48751
H 2.82466 0.40488 0.28804
H -1.02687 1.20320 1.29373
H 2.20509 -1.80728 -0.38487
H 1.34321 1.64434 0.95293
H -0.56298 1.68561 -1.59864
H -1.63447 2.40365 -0.33810
H -2.52781 -1.84866 0.00959
*
```

[4]
DFT (ωB97M-V/def2-TZVPD) results for one molecule with the formula C3H8N4S at a distorted geometry.

Values from the calculation:
gap between HOMO and LUMO (alpha / beta)	7.886 / 7.889	eV
relative energy (zero: lowest compared OMol25 entry of this formula, charge and spin)	116.00	kcal/mol
highest occupied orbital energy (alpha / beta)	-7.266 / -7.276	eV

The geometry in ORCA input format:
```
! RIJCOSX wB97M-V def2-TZVPD def2/J DEFGRID3
* xyz 0 1
C 0.24445 2.12747 -1.48736
C 1.76823 -0.83606 1.33673
C -1.63524 0.23750 -1.63050
N -0.10831 2.31024 -0.30986
N -0.56860 1.73636 0.75060
N 0.21663 0.80652 1.21557
N 1.04719 0.07026 0.57354
S -0.20602 0.82246 -2.59620
H 0.56403 3.09064 -1.91976
H 1.25166 -1.41941 2.18792
H 2.34127 -1.51601 0.71218
H 2.43657 -0.23637 2.03198
H -2.15183 1.15664 -1.41275
H -1.18906 -0.20450 -0.73305
H -2.32382 -0.43330 -2.06489
H -0.03617 0.59987 2.18305
*
```

[5]
DFT (ωB97M-V/def2-TZVPD) results for a 2-piece molecular cluster, C3H8N5O overall at a distorted geometry.

Values from the calculation:
gap between HOMO and LUMO (alpha / beta)	7.410 / 7.405	eV
relative energy (zero: lowest compared OMol25 entry of this formula, charge and spin)	41.64	kcal/mol
highest occupied orbital energy (alpha / beta)	-13.112 / -13.109	eV

The geometry in ORCA input format:
```
! RIJCOSX wB97M-V def2-TZVPD def2/J DEFGRID3
* xyz 1 1
C -1.30299 -0.58952 1.18970
C -2.01224 0.18121 0.08488
C 0.49093 -0.63383 -0.14454
N -0.09021 -0.92786 1.03299
N -1.63785 -0.32803 -1.10020
N -0.39816 -0.55141 -1.27788
N 1.72136 -0.69438 -0.53222
N 2.79768 -0.74910 0.15737
O 0.31144 1.83963 -0.05444
H -2.03640 -0.97054 1.94271
H -3.17623 0.17430 0.20842
H -1.76771 1.24580 0.33679
H -0.44764 2.41086 -0.08263
H 3.59490 -0.81204 -0.42073
H -0.01112 -0.82375 -2.09666
H 2.87937 -1.05471 1.16012
H 1.08486 2.28336 -0.40367
*
```

[6]
DFT (ωB97M-V/def2-TZVPD) results for an isolated ion of composition C3H8NO and charge -1 at a distorted geometry.

Values from the calculation:
gap between HOMO and LUMO	6.490	eV
relative energy (zero: lowest compared OMol25 entry of this formula, charge and spin)	32.96	kcal/mol
highest occupied orbital energy	-2.287	eV
SMILES	CNCC[O-]

The geometry in ORCA input format:
```
! RIJCOSX wB97M-V def2-TZVPD def2/J DEFGRID3
* xyz -1 1
C -0.14161 1.78843 -0.41537
N -0.07704 0.41078 -1.02267
C 0.75229 -0.61105 -0.22700
C -0.27546 -1.51110 0.86208
O -1.09750 -2.42696 0.22635
H 0.37925 2.58160 -0.98214
H 0.17977 1.69329 0.61379
H -1.19102 2.05846 -0.49499
H -0.99750 0.11188 -0.83759
H 1.53285 -0.03045 0.31197
H 1.11831 -1.32460 -1.01379
H -0.74980 -0.71753 1.51706
H 0.56745 -2.02276 1.46229
*
```

[7]
DFT (ωB97M-V/def2-TZVPD) results for an isolated ion of composition C3H8NO and charge -1 at a distorted geometry.

Values from the calculation:
gap between HOMO and LUMO	7.292	eV
relative energy (zero: lowest compared OMol25 entry of this formula, charge and spin)	41.69	kcal/mol
highest occupied orbital energy	-2.558	eV
SMILES	CNCC[O-]

The geometry in ORCA input format:
```
! RIJCOSX wB97M-V def2-TZVPD def2/J DEFGRID3
* xyz -1 1
C 1.14053 -0.55231 -0.94091
N -0.26487 -0.98200 -0.73528
C -0.79057 -0.42229 0.54898
C -0.29394 1.09012 0.77419
O -0.05381 1.72340 -0.43726
H 1.24602 -0.75642 -2.06096
H 1.76572 -1.22815 -0.19895
H 1.20631 0.44614 -0.57641
H -0.75403 -0.23931 -1.34755
H -0.53635 -1.02533 1.39848
H -1.92160 -0.34434 0.51941
H 0.45458 0.93306 1.52311
H -1.19800 1.35742 1.53315
*
```

[8]
DFT (ωB97M-V/def2-TZVPD) results for an isolated ion of composition C3H8NO and charge +1 at a distorted geometry.

Values from the calculation:
gap between HOMO and LUMO	9.997	eV
relative energy (zero: lowest compared OMol25 entry of this formula, charge and spin)	78.40	kcal/mol
highest occupied orbital energy	-14.448	eV
SMILES	C=C[NH2+]CO

The geometry in ORCA input format:
```
! RIJCOSX wB97M-V def2-TZVPD def2/J DEFGRID3
* xyz 1 1
C -0.69076 0.57524 -2.11808
C 0.06126 0.76587 -0.73074
C 0.80755 -0.63596 1.10316
N -0.22001 0.39371 0.63158
O 0.36790 -0.96742 2.34136
H -0.23800 1.12284 -2.81203
H -1.41304 -0.16992 -2.25642
H 0.85712 1.55939 -0.64606
H 0.81700 -1.40163 0.44652
H 1.82562 -0.31401 1.25107
H -0.20312 1.23774 1.17409
H -1.27614 0.14306 0.79853
H -0.11270 -1.82870 2.21316
*
```

[9]
DFT (ωB97M-V/def2-TZVPD) results for a 2-piece molecular cluster, C3H8NO overall at a distorted geometry.

Values from the calculation:
gap between HOMO and LUMO	8.611	eV
relative energy (zero: lowest compared OMol25 entry of this formula, charge and spin)	18.64	kcal/mol
highest occupied orbital energy	-13.902	eV

The geometry in ORCA input format:
```
! RIJCOSX wB97M-V def2-TZVPD def2/J DEFGRID3
* xyz 1 1
C 0.09416 1.60820 1.27803
N -0.93749 2.22756 0.85594
H 1.05926 1.63887 0.78239
H -0.01462 0.85366 2.05094
H -1.85974 1.98466 1.19902
H -0.85226 3.09740 0.33862
O 0.22506 -0.14056 -0.59403
C 0.73720 -1.21238 -0.83417
C 0.03625 -2.52817 -0.75040
H 1.79843 -1.26549 -1.13187
H 0.04276 -2.97312 -1.74155
H 0.56706 -3.15153 -0.03484
H -1.00013 -2.38222 -0.44709
*
```

[10]
DFT (ωB97M-V/def2-TZVPD) results for an isolated ion of composition C3H8NO and charge +1 at a distorted geometry.

Values from the calculation:
gap between HOMO and LUMO	14.104	eV
relative energy (zero: lowest compared OMol25 entry of this formula, charge and spin)	78.82	kcal/mol
highest occupied orbital energy	-17.239	eV
SMILES	C[N+]1(C)CO1

The geometry in ORCA input format:
```
! RIJCOSX wB97M-V def2-TZVPD def2/J DEFGRID3
* xyz 1 1
C 1.52750 -0.13481 -0.54358
C -0.42704 1.30056 0.22117
C -0.37145 -1.17490 0.34402
N 0.28909 0.05303 0.14268
O 1.56482 0.02314 0.83742
H 1.51959 -1.08339 -0.95149
H 1.91314 0.68587 -1.22440
H -1.12884 1.19994 1.12368
H 0.09266 2.29073 0.13447
H -1.09208 1.26679 -0.68020
H -1.27092 -1.24112 -0.29513
H 0.25636 -2.03992 0.09670
H -0.69653 -1.46447 1.42687
*
```

[11]
DFT (ωB97M-V/def2-TZVPD) results for a 2-piece molecular cluster, C3H8NO2 overall.

Values from the calculation:
gap between HOMO and LUMO	7.280	eV
relative energy (zero: lowest compared OMol25 entry of this formula, charge and spin)	17.84	kcal/mol
highest occupied orbital energy	-3.800	eV

The geometry in ORCA input format:
```
! RIJCOSX wB97M-V def2-TZVPD def2/J DEFGRID3
* xyz -1 1
N 1.03154 -2.11132 2.85663
C 0.01889 -1.38688 3.63270
H 0.91340 -1.92074 1.85543
H 1.97043 -1.77747 3.10097
H -0.97578 -1.76381 3.34087
H 0.03553 -0.29292 3.49274
H 0.17896 -1.60729 4.70153
O 0.04317 -0.10401 -2.66305
O 0.32913 1.91974 -1.66320
C -0.04451 1.15252 -2.59234
C -0.73911 1.84572 -3.79677
H -1.82223 1.89930 -3.59530
H -0.35708 2.87028 -3.94150
H -0.58233 1.27688 -4.72868
*
```

[12]
DFT (ωB97M-V/def2-TZVPD) results for an isolated ion of composition C3H8NO2 and charge +1 at a distorted geometry.

Values from the calculation:
gap between HOMO and LUMO	10.053	eV
relative energy (zero: lowest compared OMol25 entry of this formula, charge and spin)	70.93	kcal/mol
highest occupied orbital energy	-14.105	eV
SMILES	[NH3+]CC(=O)CO

The geometry in ORCA input format:
```
! RIJCOSX wB97M-V def2-TZVPD def2/J DEFGRID3
* xyz 1 1
C 0.50126 0.25590 0.62917
C 0.24282 -0.33935 -0.74487
C -1.07518 0.49236 1.47759
N 1.50363 -0.44794 -1.53649
O 1.47317 0.66250 1.16134
O -2.06478 0.48916 0.44010
H -0.60405 0.17008 -1.21151
H -0.35147 -1.32010 -0.43448
H -1.28061 -0.33071 2.13872
H -1.06018 1.32109 2.09109
H 1.31046 -0.89835 -2.46285
H 2.15065 -1.07290 -1.02187
H 2.13946 0.36122 -1.37710
H -2.88519 0.65702 0.85115
*
```

no.,M (g mol⁻¹)
1,116.124
2,116.124
3,116.124
4,132.192
5,130.131
6,74.103
7,74.103
8,74.103
9,74.103
10,74.103
11,90.102
12,90.102